Record 1
ORCA calculation (the ωB97M-V functional and the def2-TZVPD basis) on a gas-phase ion, C5H11NP (charge +1) at a distorted geometry.

```
18
Properties=species:S:1:pos:R:3:nbo_charge:R:1
C -0.36 2.45 -0.24 -0.214
C -0.57 1.39 0.51 -0.388
C 0.19 -0.91 1.29 -0.507
C 0.43 0.56 0.96 -0.068
C 0.24 -1.31 -0.16 -0.124
N -1.00 -1.01 -0.86 -0.747
P 1.82 -0.84 -1.10 0.303
H -1.26 3.16 -0.45 0.240
H 0.63 2.66 -0.53 0.213
H -1.54 1.09 0.78 0.212
H 1.02 -1.20 2.00 0.274
H -0.75 -1.09 1.76 0.232
H 1.48 0.78 0.79 0.229
H -1.86 -1.41 -0.52 0.437
H -0.74 -1.29 -1.79 0.462
H -1.15 0.04 -0.74 0.447
H 1.07 -0.36 -2.34 -0.030
H 2.09 -2.14 -1.85 0.028
```

Values from the calculation:
**Kohn-Sham gap (alpha / beta)**: 7.89 / 7.14 eV
**HOMO energy (alpha / beta)**: -12.66 / -12.20 eV
**LUMO level (alpha / beta)**: -0.175 / -0.186 Ha
**Net charge**: +1
**DFT total energy**: -592.7962 hartree
**Strongest force on any atom**: 3.8 eV/Å

Record 2
ORCA calculation (the ωB97M-V functional and the def2-TZVPD basis) on a molecular structure, C8H20N2 at a distorted geometry.

```
30
Properties=species:S:1:pos:R:3:nbo_charge:R:1
C -0.06 0.42 0.35 0.211
C 0.00 -0.98 -0.12 0.207
C 1.94 -1.18 -0.38 -0.447
C -2.04 0.46 0.54 -0.433
C 0.28 1.55 -0.59 -0.654
C -0.54 -1.34 -1.49 -0.641
C 3.04 -0.28 0.10 -0.629
C -2.76 1.69 0.03 -0.633
N 0.43 0.64 1.67 -0.867
N -0.33 -1.98 0.86 -0.860
H 0.85 1.55 1.80 0.376
H 1.03 -0.09 2.02 0.374
H -0.45 -1.61 1.80 0.373
H -1.17 -2.50 0.62 0.368
H 2.07 -1.34 -1.46 0.182
H 2.07 -2.16 0.06 0.199
H -2.11 0.41 1.63 0.190
H -2.57 -0.42 0.19 0.174
H 1.35 1.79 -0.59 0.213
H -0.05 1.35 -1.61 0.222
H -0.18 2.49 -0.26 0.218
H -0.25 -0.62 -2.25 0.221
H -0.16 -2.32 -1.80 0.225
H -1.63 -1.42 -1.49 0.209
H 3.04 0.71 -0.37 0.196
H -2.27 2.62 0.35 0.196
H 4.04 -0.69 -0.13 0.213
H 3.04 -0.18 1.19 0.191
H -2.83 1.68 -1.06 0.196
H -3.80 1.73 0.39 0.210
```

Values from the calculation:
**Kohn-Sham gap**: 8.47 eV
**HOMO energy**: -7.52 eV
**LUMO level**: 0.035 Ha
**DFT total energy**: -426.2214 hartree
**Strongest force on any atom**: 4.8 eV/Å